DFT (wB97M-V/def2-TZVPD) results for an isolated molecule of C4H6N2S.

Results
SMILES string ... C1=NN=CCSC1
E ... -18056.80953 eV
ΔE to the lowest compared entry with this formula, charge and spin ... 96.0 kcal/mol
Molar mass ... 114.173 g mol⁻¹

Cartesian coordinates (Å):
C  -1.10  1.13  -0.54
C  -0.15  -1.33  0.59
C  1.01  -1.25  -0.53
C  0.20  1.54  0.29
H  -0.71  1.33  -1.60
H  -2.01  1.84  -0.31
H  -0.36  -2.33  1.01
H  0.14  -0.89  1.51
H  1.39  -2.43  -0.84
H  0.30  2.37  1.03
N  1.53  -0.17  -0.69
N  1.26  0.77  0.27
S  -1.51  -0.58  -0.20


DFT (wB97M-V/def2-TZVPD) results for an isolated molecule of C4H6N2S.

Results
SMILES string ... C=C1CN=CN1S
E ... -18059.30455 eV
ΔE to the lowest compared entry with this formula, charge and spin ... 38.5 kcal/mol
Molar mass ... 114.173 g mol⁻¹

Cartesian coordinates (Å):
C  0.55  1.47  0.67
C  -0.51  -0.36  1.38
C  -0.40  -0.43  -0.13
C  -0.80  -1.35  -0.97
H  2.21  0.43  -1.91
H  0.98  2.44  0.60
H  -0.09  -1.24  1.94
H  -1.55  -0.31  1.74
H  -0.65  -1.25  -2.02
H  -1.33  -2.23  -0.61
N  0.33  0.74  -0.50
N  0.15  0.89  1.75
S  1.10  1.20  -1.96


Number 1: gap between HOMO and LUMO 9.5 eV, largest force on an atom 8.813 eV Å⁻¹. Number 2: gap between HOMO and LUMO 9.0 eV, largest force on an atom 2.601 eV Å⁻¹.